Record 1
58
Properties=species:S:1:pos:R:3:nbo_charge:R:1 method="wB97M-V/def2-TZVPD" charge=+2 e_homo_ha=-0.467 energy_ha=-4247.29173 e_lumo_ev=-5.1
Zn -0.768 -0.650 0.247 1.729
N 6.119 -2.756 -3.544 -0.752
C 5.106 -2.150 -2.903 0.238
C 5.327 -1.433 -1.710 -0.271
C 4.286 -0.805 -1.069 -0.146
C 3.006 -0.876 -1.604 -0.373
C 2.754 -1.598 -2.765 -0.164
C 3.794 -2.224 -3.409 -0.262
S 1.684 -0.120 -0.740 2.304
O 0.529 0.046 -1.675 -1.033
O 2.022 1.137 -0.113 -0.972
N 1.030 -1.140 0.346 -1.092
C 1.121 -1.015 1.677 0.552
N -0.108 -0.972 2.257 -0.636
C -0.165 -0.993 3.586 0.081
C 0.986 -0.986 4.353 -0.332
C 2.194 -0.931 3.660 0.127
N 2.263 -0.941 2.342 -0.454
H 7.059 -2.704 -3.192 0.408
H 5.963 -3.261 -4.398 0.408
H 6.325 -1.384 -1.307 0.230
H 4.435 -0.251 -0.158 0.240
H 1.749 -1.653 -3.149 0.237
H 3.617 -2.783 -4.315 0.227
H -1.152 -0.994 4.030 0.216
H 0.940 -1.017 5.428 0.253
H 3.140 -0.875 4.179 0.223
N -0.597 2.759 2.857 -0.685
C 0.154 3.294 1.700 -0.605
P -0.946 2.727 0.280 2.152
O -2.255 3.384 0.364 -1.096
O -0.977 1.216 0.473 -1.298
C 0.065 3.230 -1.209 -0.610
N -0.250 2.390 -2.373 -0.711
H -1.541 3.182 2.831 0.462
H -0.151 2.932 3.765 0.451
H -0.713 1.745 2.680 0.460
H 1.145 2.847 1.634 0.266
H 0.227 4.379 1.762 0.256
H 1.116 3.101 -0.952 0.273
H -0.147 4.281 -1.415 0.260
H 0.266 2.700 -3.203 0.439
H -1.255 2.403 -2.574 0.432
H 0.067 1.355 -2.125 0.482
O -2.286 -1.264 -0.536 -1.116
S -3.534 -0.523 -1.028 1.213
C -4.285 0.128 0.517 -0.573
C -5.668 -0.492 0.626 -0.417
C -5.517 -1.933 0.150 -0.415
C -4.779 -1.858 -1.177 -0.568
H -4.293 1.215 0.479 0.264
H -3.613 -0.205 1.311 0.233
H -6.365 0.049 -0.016 0.223
H -6.034 -0.447 1.651 0.248
H -6.485 -2.420 0.034 0.254
H -4.926 -2.504 0.868 0.219
H -5.439 -1.574 -1.995 0.249
H -4.243 -2.768 -1.434 0.272



Record 2
103
Properties=species:S:1:pos:R:3:mulliken_charge:R:1 method="wB97M-V/def2-TZVPD" charge=-1 e_homo_ha=-0.173 energy_ha=-8792.22842 e_lumo_ev=2.1
Ti -0.285 -0.002 0.037 -0.181
C 4.712 -2.914 -0.154 -1.515
P 3.167 -2.092 0.429 0.943
C 2.268 -3.586 1.001 -1.200
C 3.775 -1.483 2.069 -1.442
C 2.627 -0.991 2.951 -1.073
P 1.625 0.409 2.277 1.297
C 0.576 0.724 3.744 -1.547
C 2.822 1.775 2.455 -0.948
H 5.104 -3.621 0.583 0.445
H 5.479 -2.165 -0.359 0.422
H 4.514 -3.450 -1.084 0.395
H 2.873 -4.217 1.657 0.516
H 1.935 -4.167 0.141 0.507
H 1.375 -3.265 1.541 -0.081
H 4.495 -0.681 1.884 0.429
H 4.319 -2.284 2.584 0.717
H 3.004 -0.657 3.924 0.821
H 1.938 -1.812 3.166 -0.082
H 1.160 0.648 4.665 0.641
H -0.260 0.026 3.776 0.252
H 0.164 1.728 3.683 0.433
H 3.173 1.840 3.489 0.619
H 2.337 2.708 2.181 -0.028
H 3.675 1.634 1.792 0.038
S -2.955 -2.395 -3.834 -0.666
Sb -1.257 -0.990 -3.251 0.268
S -2.013 0.486 -1.383 -0.481
S -0.100 -2.054 -1.273 -0.497
F -4.199 3.775 1.861 -0.251
C -4.090 2.447 1.911 0.440
F -5.004 1.992 2.772 -0.246
F -4.346 1.944 0.717 -0.161
S -2.383 1.955 2.497 1.040
O -2.046 0.832 1.657 -0.743
O -2.513 1.779 3.907 -0.719
N -1.464 3.207 2.203 -0.670
S -0.938 3.321 0.724 1.121
O -1.918 3.616 -0.269 -0.701
O 0.048 2.294 0.418 -0.864
C 0.076 4.854 0.879 0.417
F -0.675 5.858 1.318 -0.228
F 1.105 4.693 1.705 -0.238
F 0.539 5.164 -0.330 -0.178
O -0.442 -1.473 1.342 2.497
As -1.448 -2.823 0.888 1.564
C -1.603 -3.494 2.740 -0.830
C -2.572 -4.456 3.018 0.004
C -2.739 -4.948 4.303 -0.791
C -1.928 -4.485 5.332 -0.542
C -0.961 -3.528 5.066 -0.714
C -0.805 -3.032 3.777 0.247
C -3.249 -2.215 0.654 0.717
C -3.850 -1.606 1.752 -0.429
C -5.141 -1.119 1.638 -0.829
C -5.825 -1.235 0.435 -0.631
C -5.214 -1.830 -0.658 -0.831
C -3.921 -2.321 -0.551 -0.050
C -1.148 -4.584 0.075 0.842
C -1.501 -4.814 -1.250 -0.091
C -1.325 -6.073 -1.797 -1.042
C -0.760 -7.096 -1.043 -0.609
C -0.380 -6.856 0.268 -0.835
C -0.584 -5.602 0.832 -0.369
H -3.209 -4.827 2.222 0.458
H -3.502 -5.690 4.502 0.426
H -2.057 -4.866 6.338 0.374
H -0.330 -3.155 5.864 0.437
H -0.071 -2.266 3.571 -0.486
H -3.310 -1.491 2.682 0.438
H -5.608 -0.633 2.486 0.416
H -6.830 -0.840 0.347 0.381
H -5.717 -1.893 -1.615 0.459
H -3.453 -2.721 -1.440 -0.311
H -1.877 -4.018 -1.887 -0.209
H -1.611 -6.244 -2.828 0.473
H -0.606 -8.074 -1.484 0.388
H 0.077 -7.640 0.858 0.408
H -0.295 -5.430 1.860 0.404
C 0.638 3.312 -5.313 -0.459
C 1.642 2.354 -5.373 -0.736
C 1.900 1.555 -4.269 -0.804
C 1.166 1.680 -3.085 0.712
C 0.162 2.647 -3.048 -0.013
C -0.098 3.457 -4.147 -0.991
Si 1.690 0.576 -1.621 1.432
C 3.168 1.569 -0.951 0.457
C 4.422 0.986 -0.760 -0.308
C 5.508 1.727 -0.311 -0.523
C 5.364 3.084 -0.050 -0.593
C 4.132 3.690 -0.262 -0.429
C 3.056 2.939 -0.710 -0.309
H 0.426 3.936 -6.174 0.364
H 2.219 2.226 -6.282 0.376
H 2.686 0.808 -4.334 0.295
H -0.453 2.755 -2.167 0.480
H -0.890 4.194 -4.089 0.457
H 2.342 -0.594 -2.280 -0.504
H 4.554 -0.066 -0.986 0.353
H 6.471 1.247 -0.174 0.395
H 6.208 3.666 0.301 0.354
H 4.009 4.752 -0.081 0.424
H 2.109 3.431 -0.894 0.216



Record 3
25
Properties=species:S:1:pos:R:3:nbo_charge:R:1 method="wB97M-V/def2-TZVPD" charge=-1 e_homo_ha=-0.146 energy_ha=-539.30803 e_lumo_ev=3.5
C 0.977 1.534 1.346 -0.556
C 0.797 2.924 1.956 -0.622
C 1.817 1.263 -0.095 0.802
O 2.629 0.285 -0.066 -0.790
O 1.581 2.126 -0.940 -0.778
H 1.471 0.842 2.068 0.193
H 0.057 0.983 1.203 0.193
H 1.654 3.091 2.657 0.186
H -0.095 2.872 2.615 0.189
H 0.897 3.850 1.243 0.216
C -0.365 0.061 -2.067 -0.682
C -1.751 -2.346 0.989 -0.245
C -0.837 -2.794 -0.026 -0.198
C -2.488 -1.174 0.818 -0.216
C -0.222 -2.038 -1.029 -0.205
C -1.942 -0.371 -0.179 -0.240
C -0.917 -0.796 -1.052 -0.003
H -2.003 -3.033 1.854 0.195
H -0.502 -3.836 0.188 0.185
H -3.418 -1.067 1.336 0.209
H 0.649 -2.287 -1.624 0.239
H -2.360 0.664 -0.316 0.210
H -1.007 0.944 -2.282 0.207
H -0.042 -0.533 -3.041 0.193
H 0.613 0.653 -1.823 0.319



Record 4
9
Properties=species:S:1:pos:R:3:nbo_charge:R:1 method="wB97M-V/def2-TZVPD" charge=0 e_homo_ha=-0.328 energy_ha=-1273.10335 e_lumo_ev=0.0
C -2.015 -1.964 0.446 -0.410
C 0.911 1.306 -0.628 -0.695
S -2.661 -1.165 1.553 0.222
S -1.842 -2.852 -0.790 0.182
S 0.648 -0.008 0.707 -0.040
H 0.015 1.399 -1.185 0.231
H 1.858 1.112 -1.302 0.211
H 1.358 1.997 0.025 0.223
H 1.728 0.175 1.174 0.077



Record 5
69
Properties=species:S:1:pos:R:3:nbo_charge:R:1 method="wB97M-V/def2-TZVPD" charge=+1 e_homo_ha=-0.426 energy_ha=-3718.02977 e_lumo_ev=-2.8
C -2.044 2.379 1.219 -0.629
C -2.085 2.633 -0.332 -0.408
C -3.177 1.812 -1.102 -0.400
C -3.295 0.322 -0.657 -0.401
C -2.026 -0.532 -1.018 -0.411
C -1.779 -1.720 -0.022 -0.408
C -0.512 -1.404 0.854 -0.405
C 0.184 -2.660 1.466 -0.409
C 1.036 -3.490 0.457 -0.427
C 2.162 -2.696 -0.281 -0.237
N 3.516 -2.820 0.384 -0.363
C 3.479 -1.994 1.632 -0.236
C 4.867 -1.755 2.293 -0.424
C 5.903 -1.234 1.243 -0.408
C 6.017 -2.347 0.123 -0.421
C 4.620 -2.468 -0.557 -0.040
C 4.365 -1.174 -1.418 -0.437
C 4.147 -1.598 -2.917 -0.436
C 3.342 -0.533 -3.757 -0.406
Br 1.820 -1.517 -4.602 -0.026
H -1.115 1.802 1.437 0.194
H -2.892 1.775 1.592 0.200
H -1.985 3.349 1.751 0.236
H -1.109 2.368 -0.791 0.190
H -2.258 3.719 -0.485 0.218
H -2.853 1.788 -2.170 0.205
H -4.177 2.296 -1.095 0.212
H -3.550 0.191 0.415 0.191
H -4.155 -0.109 -1.220 0.213
H -1.159 0.148 -1.132 0.193
H -2.219 -0.960 -2.028 0.216
H -2.644 -1.729 0.678 0.213
H -1.738 -2.712 -0.512 0.203
H -0.873 -0.797 1.716 0.224
H 0.158 -0.734 0.276 0.183
H -0.631 -3.334 1.815 0.231
H 0.723 -2.342 2.378 0.203
H 0.399 -4.023 -0.277 0.249
H 1.534 -4.306 1.042 0.204
H 1.881 -1.639 -0.418 0.239
H 2.251 -3.117 -1.307 0.238
H 3.619 -3.808 0.624 0.437
H 2.874 -2.569 2.367 0.239
H 2.898 -1.066 1.456 0.233
H 4.693 -1.048 3.131 0.248
H 5.289 -2.684 2.738 0.216
H 5.524 -0.269 0.848 0.207
H 6.879 -1.027 1.718 0.241
H 6.827 -2.063 -0.568 0.250
H 6.319 -3.269 0.670 0.218
H 4.693 -3.313 -1.278 0.231
H 5.308 -0.588 -1.405 0.237
H 3.574 -0.508 -1.028 0.220
H 5.152 -1.658 -3.393 0.227
H 3.712 -2.608 -3.029 0.220
H 2.962 0.304 -3.149 0.221
H 3.963 -0.206 -4.606 0.236
C -7.361 5.916 0.527 -0.222
C -6.221 6.154 1.174 -0.236
C -5.308 5.051 1.550 0.486
O -4.269 5.265 2.141 -0.497
C -5.709 3.676 1.179 -0.245
C -6.849 3.437 0.532 -0.214
C -7.762 4.540 0.156 0.468
O -8.798 4.324 -0.435 -0.475
H -8.041 6.709 0.244 0.238
H -5.911 7.153 1.452 0.236
H -5.028 2.883 1.462 0.228
H -7.158 2.438 0.253 0.232



Record 6
7
Properties=species:S:1:pos:R:3:mulliken_spin:R:1 method="wB97M-V/def2-TZVPD" charge=0 e_homo_ha="-0.272 / -0.402" spin_multiplicity=3 energy_ha=-511.34803 e_lumo_ev="-0.2 / -3.6"
C 1.193 0.972 -0.675 0.236
C -1.058 -0.162 0.664 0.775
C 0.164 -0.664 -0.071 -0.080
N 1.690 1.845 -1.238 0.004
P -0.123 -1.112 1.630 1.016
H -1.927 0.464 0.552 0.008
H 0.062 -1.343 -0.861 0.042



Please write out number 6 again, unchanged.
7
Properties=species:S:1:pos:R:3:mulliken_spin:R:1 method="wB97M-V/def2-TZVPD" charge=0 e_homo_ha="-0.272 / -0.402" spin_multiplicity=3 energy_ha=-511.34803 e_lumo_ev="-0.2 / -3.6"
C 1.193 0.972 -0.675 0.236
C -1.058 -0.162 0.664 0.775
C 0.164 -0.664 -0.071 -0.080
N 1.690 1.845 -1.238 0.004
P -0.123 -1.112 1.630 1.016
H -1.927 0.464 0.552 0.008
H 0.062 -1.343 -0.861 0.042